Arrangement P

CH5BO2 | wB97M-V/def2-TZVPD

Summary:
Frontier orbital gap (spin up / spin down) (eV): 7.575 / 7.523
HOMO (spin up / spin down) (eV): -7.6855 / -7.5661
LUMO energy (spin up / spin down) (eV): -0.1 / 0.0
Multiplicity: 1

Geometry as XYZ:
```
9
CH5BO2, DFT wB97M-V/def2-TZVPD
B 0.14315 0.50968 -0.62482
C -0.54000 -0.75119 1.63445
O -0.18310 -0.49199 -1.46640
O 0.79342 1.64364 -0.81192
H -1.22158 -1.04745 0.95922
H -0.82996 -0.08554 2.41105
H 0.35530 -1.37925 1.71404
H 0.33153 -0.36230 -2.22018
H 1.15123 1.96440 -1.59543
```

Arrangement Q

CH5BO2 | wB97M-V/def2-TZVPD

Summary:
Frontier orbital gap (eV): 11.094
HOMO (eV): -10.7908
LUMO energy (eV): 0.3
Multiplicity: 1

Geometry as XYZ:
```
9
CH5BO2, DFT wB97M-V/def2-TZVPD
C -1.01270 0.48905 -0.14472
B 0.36507 -0.28681 0.05323
O 1.71014 0.63554 -0.40637
O 0.63330 -1.59369 0.48300
H -0.87302 1.54728 0.20981
H -1.80288 -0.04641 0.34093
H -1.42043 0.56275 -1.07284
H 2.41116 -0.01516 -0.54609
H 1.44995 -2.10544 0.20878
```

Arrangement R

CH5BO2 | wB97M-V/def2-TZVPD

Summary:
Frontier orbital gap (eV): 10.001
HOMO (eV): -9.8847
LUMO energy (eV): 0.1
Multiplicity: 1

Geometry as XYZ:
```
9
CH5BO2, DFT wB97M-V/def2-TZVPD
B -0.33742 -0.06999 0.08828
C 1.09804 0.54662 -0.04148
O -0.60454 -1.37907 -0.01518
O -1.33142 0.85636 0.10482
H 2.14010 -0.79794 0.70882
H 1.34683 1.38710 0.66419
H 1.31022 0.57426 -1.08111
H -1.53602 -1.48478 -0.24866
H -2.08578 0.36744 -0.17968
```

Preferred: arrangement Q; penalty for the next structure: 42.3 kcal/mol.

Arrangement P

C5H12NS2 | wB97M-V/def2-TZVPD

Summary:
Frontier orbital gap (eV): 4.985
HOMO (eV): -2.4140
LUMO energy (eV): 2.6
Multiplicity: 1
Charge: -1

Geometry as XYZ:
```
20
C5H12NS2, DFT wB97M-V/def2-TZVPD
S 0.68203 -2.76743 -3.04406
C -0.43734 -1.47026 -2.26515
C -0.89929 -1.99889 -0.90148
C -1.35212 -0.89211 0.07266
N -0.25666 -0.17142 0.73171
C -0.60128 1.25066 1.08061
C 0.36903 1.62228 2.23663
S 0.84411 3.41524 2.43013
H -1.24640 -1.29520 -3.00012
H 0.27495 -0.53947 -2.03443
H -1.79467 -2.77915 -1.01275
H -0.04776 -2.56982 -0.47052
H -2.21728 -0.25539 -0.44686
H -1.94052 -1.38367 1.06803
H 0.64660 -0.25875 0.25810
H -0.35343 1.93461 0.22556
H -1.71858 1.34604 1.22656
H -0.12764 1.25950 3.18485
H 1.26765 1.04603 2.00332
H 2.16139 3.26017 2.35955
```

Arrangement Q

C5H12NS2 | wB97M-V/def2-TZVPD

Summary:
Frontier orbital gap (eV): 3.730
HOMO (eV): -2.4401
LUMO energy (eV): 1.3
Multiplicity: 1
Charge: -1

Geometry as XYZ:
```
20
C5H12NS2, DFT wB97M-V/def2-TZVPD
C -1.72262 0.78712 -0.43057
C -2.69706 -0.31019 -0.85825
S -4.42681 0.16450 -0.55008
C -0.25059 0.44753 -0.59411
N 0.11300 -0.76303 0.17243
C 1.51428 -0.82422 0.41716
C 2.15537 0.06347 1.42862
S 3.85010 0.28692 0.88004
H -1.98300 1.70294 -0.96580
H -1.94013 1.02177 0.61692
H -2.52823 -0.49746 -1.92491
H -2.48628 -1.24178 -0.32493
H -0.01786 0.26982 -1.64858
H 0.34014 1.30754 -0.24712
H -0.41586 -0.71814 1.05018
H 1.81049 -1.86275 0.57152
H 2.16169 -0.42980 -0.48651
H 1.63829 1.01669 1.46291
H 2.08842 -0.43519 2.40421
H 2.79666 0.01427 -0.97311
```

Preferred: arrangement P; penalty for the next structure: 52.0 kcal/mol.

Arrangement P

C4H8NO | wB97M-V/def2-TZVPD

Summary:
Frontier orbital gap (eV): 5.428
HOMO (eV): -1.1876
LUMO energy (eV): 4.2
Multiplicity: 1
Charge: -1

Geometry as XYZ:
```
14
C4H8NO, DFT wB97M-V/def2-TZVPD
C 0.48703 1.54964 1.20195
C 0.22894 0.51870 0.34249
C 1.32175 -0.43630 0.06753
N -0.91774 0.29891 -0.39001
C -1.27405 -1.01981 -0.93968
O -1.98224 1.03107 -0.06240
H -0.12684 2.32830 1.40136
H 1.53201 1.67411 1.62187
H 1.67430 -1.09392 0.96498
H 2.22978 0.09316 -0.11909
H 1.12610 -0.93336 -0.82631
H -0.98539 -1.23015 -2.02369
H -0.87213 -1.79155 -0.27922
H -2.44152 -0.98881 -0.95976
```

Arrangement Q

C4H8NO | wB97M-V/def2-TZVPD

Summary:
Frontier orbital gap (eV): 4.942
HOMO (eV): -0.9681
LUMO energy (eV): 4.0
Multiplicity: 1
Charge: -1

Geometry as XYZ:
```
14
C4H8NO, DFT wB97M-V/def2-TZVPD
C -1.27584 -0.76308 0.33913
C -0.12071 -0.20756 -0.44726
C 0.31795 1.26041 0.02336
C 1.17590 -0.04099 0.24765
N 2.62201 -0.44940 -0.40742
O 3.73599 -0.17925 0.39193
H -1.46159 -0.00483 1.10517
H -1.01685 -1.73874 0.74896
H -2.11807 -0.91904 -0.24047
H -0.09043 -0.30944 -1.55684
H 0.58351 1.82250 -0.77275
H -0.12954 1.80878 0.89747
H 1.24130 -0.33762 1.29446
H 2.76540 0.04937 -1.32647
```

Preferred: arrangement P; penalty for the next structure: 26.1 kcal/mol.

Arrangement P

C5H8N2O | wB97M-V/def2-TZVPD

Summary:
Frontier orbital gap (eV): 9.928
HOMO (eV): -9.1386
LUMO energy (eV): 0.8
Multiplicity: 1

Geometry as XYZ:
```
16
C5H8N2O, DFT wB97M-V/def2-TZVPD
C -2.18769 -0.61499 -0.23282
C 0.14769 1.79936 -0.14830
C 1.14597 0.83270 0.31815
C 1.80372 -1.04913 0.13718
C 0.35443 -0.55814 -0.05457
H -2.53452 -1.62180 0.39754
H -3.07075 0.04133 0.00784
H -1.88784 -0.71364 -1.36754
H 0.25374 2.93755 -0.24653
H 1.02309 0.98133 1.52839
H 2.14094 -1.89626 -0.35615
H 2.11969 -1.15917 1.10047
H 0.45234 -0.62521 -1.09167
N -0.99412 -0.12769 0.39666
N -0.99288 1.35530 0.03931
O 2.22620 0.41846 -0.42795
```

Arrangement Q

C5H8N2O | wB97M-V/def2-TZVPD

Summary:
Frontier orbital gap (eV): 7.984
HOMO (eV): -7.6712
LUMO energy (eV): 0.3
Multiplicity: 1

Geometry as XYZ:
```
16
C5H8N2O, DFT wB97M-V/def2-TZVPD
C 1.10777 2.14312 -0.10628
C 0.21005 -0.01180 -0.52639
C 0.53506 -1.05639 0.41228
C -1.08586 -1.46229 0.12195
C -2.15172 -0.82573 0.59671
O 0.47632 -0.34424 -1.84327
N 0.04458 1.17515 -0.03429
N 1.42560 -1.54093 1.09995
H 0.37335 0.47182 -2.35571
H 1.21623 -2.32313 1.71185
H -1.12150 -2.52290 -0.10165
H 1.06439 2.85986 0.71284
H 2.13548 1.72472 -0.12026
H 1.02367 2.78931 -0.99619
H -2.15637 0.24663 0.67367
H -3.09704 -1.32318 0.75481
```

Preferred: arrangement Q; penalty for the next structure: 42.0 kcal/mol.

Arrangement P

O4S4 | wB97M-V/def2-TZVPD

Summary:
Frontier orbital gap (spin up / spin down) (eV): 6.211 / 4.258
HOMO (spin up / spin down) (eV): -0.1823 / 1.0583
LUMO energy (spin up / spin down) (eV): 6.0 / 5.3
Multiplicity: 1
Charge: -2

Geometry as XYZ:
```
8
O4S4, DFT wB97M-V/def2-TZVPD
O 2.63835 0.56957 1.17462
O -2.96901 0.27248 1.52857
O 2.79094 0.98201 -1.23333
O -3.48903 0.78475 -0.84815
S 1.75345 -1.76200 -0.48108
S -0.26414 -1.92349 -0.21752
S 1.94602 0.54671 -0.09733
S -2.40658 0.52998 0.17422
```

Arrangement Q

O4S4 | wB97M-V/def2-TZVPD

Summary:
Frontier orbital gap (spin up / spin down) (eV): 5.553 / 5.553
HOMO (spin up / spin down) (eV): 0.4151 / 0.4143
LUMO energy (spin up / spin down) (eV): 6.0 / 6.0
Multiplicity: 1
Charge: -2

Geometry as XYZ:
```
8
O4S4, DFT wB97M-V/def2-TZVPD
O -1.26732 -1.96963 -1.68253
O 0.16091 3.33015 0.46556
O 0.42004 -3.53060 -0.89964
O -0.69447 2.09642 2.42068
S 1.32085 -0.43416 -1.09961
S 1.53273 0.21086 0.78907
S -0.26564 -2.25191 -0.64300
S -0.38619 2.07295 1.01351
```

Preferred: arrangement Q; penalty for the next structure: 20.8 kcal/mol.

Arrangement P

H21O11 | wB97M-V/def2-TZVPD

Summary:
Frontier orbital gap (eV): 8.674
HOMO (eV): -5.7601
LUMO energy (eV): 2.9
Multiplicity: 1
Charge: -1

Geometry as XYZ:
```
32
H21O11, DFT wB97M-V/def2-TZVPD
O 3.67128 -0.65964 1.50616
H 2.79276 -0.19068 1.54107
H 4.18874 0.14476 1.69552
O 1.32347 1.14581 -2.41983
H 1.51355 2.02145 -2.05217
H 1.03689 0.77433 -1.55101
O -1.43917 -2.29362 -3.23650
H -1.08704 -3.74915 2.38414
H -0.04159 -2.36827 -0.58452
O -0.59626 -0.78863 -0.59195
H -0.68120 -0.96700 -1.54563
H -1.57995 3.45776 1.43619
O 3.02315 1.92275 1.48367
H -1.48767 0.29366 -0.80778
H 1.34298 -0.42574 -0.16796
O 0.52749 -3.07937 -0.12755
H 1.16468 -2.70013 0.49269
H 0.52804 0.72863 0.52874
O 1.38198 0.51970 0.14332
H -1.90017 -2.57567 -2.44436
O -1.60643 -4.17133 1.64861
H -1.07673 -3.05817 -3.68626
H -0.87793 -4.37105 1.03478
O -3.63413 2.84688 0.62903
H -3.20342 2.15466 1.19119
H -3.65367 2.45166 -0.28527
O -1.96551 1.23214 -1.22344
H 2.10431 2.09731 1.28067
H -1.20669 1.46097 -1.79095
O -0.98776 3.56756 2.17802
H 3.44458 1.80784 0.62385
H -1.01856 2.77057 2.71751
```

Arrangement Q

H21O11 | wB97M-V/def2-TZVPD

Summary:
Frontier orbital gap (eV): 7.059
HOMO (eV): -4.4942
LUMO energy (eV): 2.6
Multiplicity: 1
Charge: -1

Geometry as XYZ:
```
32
H21O11, DFT wB97M-V/def2-TZVPD
O 0.41027 -0.16409 -0.02180
H -0.55515 -0.06502 0.09082
O -1.08999 -0.63371 1.27904
H -0.47097 -0.48332 0.56460
H -0.84584 0.00698 1.94698
O -0.38729 0.20596 -2.12122
H -0.00948 0.02915 -1.25969
H -1.13361 0.77826 -1.94312
O 1.06843 1.60806 -0.90379
H 0.61896 0.96770 -0.35229
H 0.68553 2.44945 -0.65542
O -1.91587 0.86862 0.27988
H -1.63602 0.01273 0.60448
H -2.52856 1.18793 0.94236
O -1.57289 -1.59298 -0.20668
H -1.30535 -1.25224 -1.06024
H -0.78505 -1.53242 0.33356
O 0.64095 1.02938 1.37492
H 0.11988 1.78359 1.09944
H 0.60282 0.42709 0.63194
O 1.73001 -0.97130 1.20802
H 1.13161 -0.58970 0.56574
H 1.46328 -0.58642 2.04285
O -1.41876 1.64618 -1.31454
H -1.42159 2.56748 -1.05488
H -1.61878 1.16922 -0.50909
O 0.53256 -2.09582 -0.69801
H 0.32546 -1.22669 -0.35456
H 1.12472 -2.47554 -0.04885
O 2.91287 -0.76947 -0.40009
H 1.99138 -0.82218 -0.14650
H 3.33640 -1.47696 0.08602
```

Preferred: arrangement P; penalty for the next structure: 887.7 kcal/mol.